(1)
26
Properties=species:S:1:pos:R:3:forces:R:3:mulliken_charge:R:1 method="wB97M-V/def2-TZVPD" orbital_gap_ev=9.19 molar_mass_g_mol=137.2 e_tot_ha=-460.4472 charge=+1
N -0.404631 1.858794 -0.529677 0.111 -0.627 -1.176 -0.17
C 0.544349 0.761262 -1.048857 0.564 0.710 0.265 0.32
C 1.413743 1.405804 -2.113290 0.175 0.457 -0.257 -1.59
C 1.338472 0.121023 0.106376 0.192 -0.097 -0.084 -1.08
N 1.375690 -1.326869 0.044673 -0.209 -0.097 0.053 -0.23
C 0.376229 -2.072397 0.794755 -0.558 0.160 0.218 -0.75
C -1.073568 -1.610073 0.639652 0.036 0.217 0.104 0.08
O -1.586334 -1.592079 -0.683791 0.336 -0.080 -0.174 -0.55
H -1.083248 1.981828 -1.282183 -0.302 0.165 0.272 0.40
H -0.872727 1.561208 0.329488 -0.164 0.155 0.402 0.23
H 0.067194 2.756382 -0.424703 0.113 -0.114 0.327 0.39
H -0.104942 0.032023 -1.487234 -0.509 -0.486 -0.040 0.46
H 1.733864 2.388632 -1.798071 0.227 0.431 0.360 0.45
H 2.344277 0.892487 -2.326318 -0.056 -0.509 0.146 0.39
H 0.930197 1.579949 -3.068359 -0.379 -0.232 -0.120 0.42
H 0.985709 0.457932 1.081516 -0.191 -0.113 0.055 0.38
H 2.364021 0.463063 0.039755 0.279 0.269 -0.026 0.41
H 1.367522 -1.624368 -0.921260 0.205 -0.135 -0.017 0.30
H 0.541584 -1.992811 1.877588 0.410 -0.019 -0.150 0.32
H 0.496733 -3.125722 0.537782 -0.067 -0.020 -0.009 0.39
H -1.733824 -2.174997 1.308173 0.120 -0.080 -0.065 0.40
H -1.112997 -0.569289 0.979338 -0.162 -0.059 0.017 -0.25
H -1.406772 -2.448072 -1.090545 -0.186 -0.001 -0.006 0.36
H -1.373443 2.599311 2.438384 -0.073 0.027 0.206 0.26
H -1.523083 1.199076 3.044103 -0.042 -0.075 0.003 0.29
O -1.298242 1.662353 2.231089 0.131 0.154 -0.307 -0.62



(2)
27
Properties=species:S:1:pos:R:3:forces:R:3:mulliken_charge:R:1 method="wB97M-V/def2-TZVPD" orbital_gap_ev="3.00 / 9.75" s2=0.751 molar_mass_g_mol=153.2 e_tot_ha=-535.7689 multiplicity=2
O -1.480357 -1.803747 -1.240956 -0.640 0.151 0.127 -0.37
C -0.998637 -0.706692 -0.922130 0.480 -0.612 -0.038 0.60
N -1.351263 0.448142 -1.552954 -0.655 0.565 -0.186 -0.13
C -0.805288 1.791633 -1.403543 0.687 0.193 -0.259 -0.13
C 0.687224 1.894254 -1.735126 -0.399 0.217 -0.349 -1.15
C 0.280950 -0.802871 -0.159795 -0.188 0.973 0.667 -1.87
N 0.144965 -1.941648 0.936622 0.609 0.290 -3.225 0.47
C -0.830356 -1.651529 1.971015 -3.263 0.464 1.149 -0.57
H -2.232848 0.366022 -2.043598 0.245 -0.062 0.001 0.29
H -1.243834 2.509711 -2.137682 -0.528 -0.950 0.820 0.44
H -0.919347 2.162299 -0.371062 -0.355 0.085 -0.283 -0.03
H 1.301167 1.618443 -0.889480 0.424 0.082 -0.003 0.28
H 0.847496 2.920756 -2.067296 0.420 0.111 0.481 0.44
H 0.939242 1.308768 -2.612073 0.024 -0.440 -0.017 0.31
H 1.056240 -0.916687 -0.978306 -0.657 -1.066 1.370 -0.55
H 0.630508 0.026094 0.448666 -0.316 0.372 -0.257 0.03
H -0.263462 -2.694805 0.377165 0.033 -0.332 -0.241 0.36
H 1.121873 -2.237862 1.106984 -0.046 0.123 0.891 0.60
H -0.855960 -0.621173 2.397609 1.150 -1.145 -0.011 0.02
H -1.122768 -2.502634 2.656730 1.538 0.901 -0.398 0.52
H -1.822268 -1.594632 1.474140 0.633 -0.036 -0.501 0.24
H 3.668170 -0.555232 0.038967 -0.147 -0.144 0.351 0.26
H 3.203166 -1.072929 -1.279223 -0.317 -0.335 0.127 0.19
O 2.937139 -1.079577 -0.338058 1.269 0.408 -0.286 -0.24
H -1.116376 2.262630 2.179305 -0.224 0.303 0.541 0.28
H -0.957117 1.420705 3.550030 -0.168 0.688 -0.344 0.25
O -0.818259 1.452555 2.594056 0.392 -0.806 -0.127 -0.55